No. 1
{
  "formula": "C6H7B",
  "method": "wB97M-V/def2-TZVPD",
  "spin_multiplicity": 1,
  "homo_lumo_gap_ha": 0.2971,
  "smiles": "C=C=C/C=C1\\BC1",
  "elements": ["C", "C", "C", "C", "C", "B", "C", "H", "H", "H", "H", "H", "H", "H"],
  "positions_angstrom": [[-1.2871, 2.1819, -0.5542], [-1.0024, 1.2382, 0.2950], [-0.9334, 0.3897, 1.3105], [-0.0733, -0.7957, 1.2764], [0.7257, -0.7899, 0.2290], [1.0003, -0.2998, -1.1433], [1.3125, -1.8189, -0.7042], [-0.5089, 3.0013, -0.4344], [-2.1125, 2.2356, -1.2910], [-1.3928, 0.6349, 2.2365], [-0.0604, -1.5587, 1.9652], [1.2469, 0.4806, -1.8695], [2.3393, -2.1121, -0.4610], [0.7461, -2.7870, -0.8550]],
  "nbo_charge": [-0.502, 0.149, -0.333, -0.122, -0.334, 0.592, -0.744, 0.232, 0.240, 0.226, 0.207, -0.078, 0.231, 0.237]
}

No. 2
{
  "formula": "C18H45BrCuN5O2P2Se",
  "method": "wB97M-V/def2-TZVPD",
  "s2": 0.754,
  "total_charge": 1,
  "spin_multiplicity": 2,
  "homo_lumo_gap_ha": [0.2992, 0.2646],
  "elements": ["Cu", "Se", "C", "N", "C", "C", "N", "C", "C", "C", "C", "N", "H", "H", "H", "H", "H", "H", "H", "H", "H", "H", "H", "H", "H", "H", "N", "C", "P", "O", "O", "C", "N", "H", "H", "H", "H", "H", "H", "H", "H", "H", "H", "Br", "C", "C", "C", "P", "C", "C", "C", "C", "C", "C", "H", "H", "H", "H", "H", "H", "H", "H", "H", "H", "H", "H", "H", "H", "H", "H", "H", "H", "H", "H", "H"],
  "positions_angstrom": [[-0.0258, -0.3456, 0.0196], [4.4258, 0.3786, 1.3198], [2.9444, 0.1921, 0.3179], [1.9874, 0.0445, -0.3239], [-2.8227, 5.0304, -2.1535], [-1.6448, 4.1947, -2.6320], [-0.9164, 3.5403, -1.5448], [-0.0176, 4.3845, -0.7609], [-0.5505, 4.7572, 0.6177], [-1.0477, 2.2273, -1.2639], [-1.9927, 1.4129, -2.1021], [-0.3915, 1.6236, -0.3196], [-3.3376, 5.4743, -3.0054], [-2.4960, 5.8418, -1.5031], [-3.5373, 4.4170, -1.6024], [-0.9318, 4.8234, -3.1695], [-1.9802, 3.4430, -3.3399], [0.1498, 5.2885, -1.3460], [0.9560, 3.8909, -0.6807], [-1.5111, 5.2651, 0.5343], [0.1491, 5.4341, 1.1092], [-0.6680, 3.8879, 1.2625], [-1.6291, 1.3298, -3.1272], [-2.9844, 1.8640, -2.1289], [-2.0785, 0.4189, -1.6756], [0.2416, 2.2188, 0.2024], [-2.1689, 1.1763, 3.3868], [-1.0936, 0.5119, 4.1897], [0.4374, 0.9756, 3.2710], [0.3149, 2.4605, 3.0750], [0.5870, 0.0414, 2.1296], [1.8878, 0.7890, 4.3891], [2.8701, 1.7835, 3.8620], [-1.8493, 2.1253, 3.1522], [-3.0626, 1.2106, 3.8720], [-2.2984, 0.6355, 2.4822], [-1.2757, -0.5603, 4.1810], [-1.1183, 0.9042, 5.2043], [2.3257, -0.2048, 4.3273], [1.6483, 1.0422, 5.4202], [3.5903, 2.0195, 4.5411], [2.3460, 2.6268, 3.5873], [3.3548, 1.3986, 2.9917], [-2.3424, -0.8037, 0.8734], [-1.9599, -3.2421, -1.9467], [-0.7867, -3.7614, -1.1125], [-1.2871, -4.3447, 0.2098], [0.4862, -2.4548, -0.8723], [1.8965, -3.2013, 0.0617], [2.2465, -4.6389, -0.3214], [1.7157, -3.0543, 1.5740], [1.1842, -2.0928, -2.5566], [1.1938, -3.2651, -3.5387], [0.5169, -0.8706, -3.1925], [-2.6831, -4.0468, -2.0903], [-1.6555, -2.8964, -2.9333], [-2.4694, -2.4252, -1.4353], [-0.2793, -4.5528, -1.6739], [-1.7311, -3.5720, 0.8367], [-0.4976, -4.8377, 0.7733], [-2.0563, -5.0906, 0.0013], [2.7309, -2.5543, -0.2265], [1.4356, -5.3315, -0.0953], [3.1157, -4.9574, 0.2565], [2.5026, -4.7459, -1.3736], [0.8893, -3.6620, 1.9448], [1.5296, -2.0178, 1.8545], [2.6253, -3.3898, 2.0761], [2.2190, -1.8169, -2.3315], [0.1857, -3.5541, -3.8362], [1.6947, -4.1487, -3.1491], [1.7226, -2.9630, -4.4443], [-0.5447, -1.0404, -3.3792], [0.9904, -0.6564, -4.1529], [0.6261, 0.0156, -2.5664]],
  "mulliken_spin": [0.642, 0.007, 0.016, 0.036, 0.000, 0.001, 0.000, 0.001, -0.001, 0.000, 0.001, 0.041, 0.000, 0.000, 0.000, 0.000, 0.000, 0.000, 0.000, 0.000, 0.000, 0.001, -0.001, 0.001, -0.002, -0.003, 0.000, 0.000, -0.002, 0.000, 0.005, 0.000, 0.000, 0.000, 0.001, -0.005, 0.000, 0.000, 0.000, 0.000, 0.000, 0.000, 0.001, 0.127, 0.003, 0.026, 0.002, 0.082, 0.003, 0.004, -0.002, 0.011, 0.004, -0.001, 0.000, 0.001, 0.000, 0.003, 0.000, 0.001, 0.000, -0.001, 0.000, 0.001, -0.001, -0.001, -0.003, 0.000, 0.002, 0.000, 0.000, 0.001, -0.001, 0.001, -0.002]
}

Computed molecular weight (g/mol) in order:
89.934; 647.949
Computed electronic energy (eV) in order:
-7006.405; -229547.411
Computed ΔE to the lowest compared entry with this formula, charge and spin (eV) in order:
2.018; 0.106